[1]
Density functional theory data (ωB97M-V/def2-TZVPD) for one molecule with the formula C5H12N2 in a non-equilibrium geometry.

```
19
Properties=species:S:1:pos:R:3:forces:R:3
C 0.908 -0.512 2.172 2.394 0.014 -0.602
C 0.043 0.021 1.107 1.836 0.802 -0.089
C 0.298 -0.853 -0.050 0.787 2.338 -3.173
C -0.590 -0.476 -1.180 1.628 0.212 -3.047
C 0.124 1.359 -2.665 -1.300 -3.016 0.947
N -0.548 0.971 -1.637 0.262 0.406 -0.647
N -1.321 0.285 1.368 -2.038 0.674 2.178
H 0.442 -0.536 3.090 -0.681 -0.097 2.267
H 1.364 -1.468 1.903 -0.562 -0.307 0.356
H 1.790 0.137 2.137 -0.033 0.004 0.887
H 0.484 0.956 0.838 0.530 0.949 -0.429
H 0.155 -1.865 0.090 -0.285 -2.273 0.795
H 1.313 -0.717 -0.574 -0.822 -0.153 1.659
H -1.588 -0.596 -0.972 -2.420 -0.380 0.774
H -0.381 -1.282 -1.949 -0.070 1.340 -0.143
H 0.706 0.538 -3.112 0.347 0.606 -0.587
H -0.093 2.256 -3.254 0.423 0.178 0.872
H -1.615 0.766 0.545 -0.793 0.415 -0.556
H -1.491 1.015 2.144 0.798 -1.710 -1.462
```
Positions in Å, forces in eV/Å.

## Properties
E_HOMO   -8.98 eV
DFT total energy   -307.1261 a.u.
LUMO level   1.048 eV
SMILES   C=NCC[C@H](C)N

***

[2]
Density functional theory data (ωB97M-V/def2-TZVPD) for C5H11IrMgO4 as an isolated structure in a non-equilibrium geometry.

```
22
Properties=species:S:1:pos:R:3:forces:R:3
O -0.863 -0.810 -1.201 -0.632 -0.106 -0.533
C -1.384 0.325 -1.826 -1.286 1.268 -0.634
C -0.485 1.552 -1.715 0.648 0.076 -1.057
O -0.304 2.041 -0.408 0.244 -0.930 1.042
C 0.825 1.515 0.339 -0.860 1.628 0.252
C 0.483 1.576 1.800 0.227 1.174 1.009
O -0.155 0.312 2.145 0.005 0.890 0.119
C -0.497 0.134 3.500 -0.430 -0.256 1.276
Ir 0.304 -0.595 0.375 1.174 -0.726 -0.417
H -2.376 0.578 -1.405 0.379 -0.227 -0.007
H -1.553 0.141 -2.905 0.200 -0.093 0.414
H -0.935 2.366 -2.308 0.106 -0.307 0.248
H 0.500 1.315 -2.156 -0.266 0.115 0.035
H 1.713 2.136 0.141 -0.023 -0.777 -0.304
H -0.227 2.377 2.073 0.280 -0.193 -0.226
H 1.394 1.669 2.414 -0.265 -0.021 -0.181
H -0.931 -0.866 3.607 0.114 0.303 -0.050
H 0.395 0.218 4.141 -0.214 -0.034 -0.284
H -1.233 0.893 3.805 0.213 -0.243 -0.160
Mg -0.322 -2.660 -1.592 -0.102 -0.856 -0.584
O 1.190 -2.211 -0.387 2.191 -0.963 -0.245
H 2.178 -2.357 -0.458 -1.703 0.277 0.288
```
Positions in Å, forces in eV/Å.

## Properties
E_HOMO (alpha / beta)   -9.58 / -13.67 eV
DFT total energy   -802.0491 a.u.
Spin multiplicity   6
LUMO level (alpha / beta)   -3.002 / -5.836 eV
Net charge   +1
<S²>   8.761

***

[3]
Density functional theory data (ωB97M-V/def2-TZVPD) for a 2-piece molecular cluster, CH4N2O2 overall in a non-equilibrium geometry.

```
9
Properties=species:S:1:pos:R:3:forces:R:3
C -0.020 -0.723 -0.039 0.669 4.232 -2.004
N -0.262 0.653 0.057 -1.740 -3.852 -6.083
N 2.353 0.055 0.014 -0.782 -4.064 -0.067
O 2.212 1.223 -0.064 0.587 1.850 -0.047
O 3.387 -0.621 0.001 -0.701 1.425 0.021
H -0.026 -1.258 0.862 0.289 -0.785 0.858
H -0.121 -1.208 -1.057 0.183 0.697 1.604
H -0.294 1.045 0.907 -0.122 1.791 3.551
H -0.759 1.169 -0.759 1.617 -1.292 2.167
```
Positions in Å, forces in eV/Å.

## Properties
E_HOMO (alpha / beta)   -8.09 / -7.60 eV
DFT total energy   -300.3109 a.u.
LUMO level (alpha / beta)   -0.069 / -0.424 eV